111
Properties=species:S:1:pos:R:3:forces:R:3 method="wB97M-V/def2-TZVPD" energy_ev=-208222.1759 total_charge=+2 s_squared=3.769 spin_multiplicity=4
V -0.7954 -0.8342 0.1511 -1.29 0.79 0.85
O -0.8740 -6.7187 -3.3688 -0.09 0.05 -0.05
C -1.7813 -5.7048 -3.7355 0.20 -0.03 0.12
C -1.5672 -4.5277 -2.8277 0.10 -0.14 0.01
C -2.4099 -3.4250 -2.8926 -0.11 0.05 -0.13
C -2.1747 -2.3552 -2.0629 0.33 0.05 0.19
N -1.1740 -2.3447 -1.1607 -0.44 -0.80 -0.69
C -0.3819 -3.4301 -1.0630 -0.06 0.23 0.40
C -0.5397 -4.5201 -1.8915 0.12 -0.23 -0.16
C 0.4919 -3.4162 0.1436 -0.42 0.26 -0.18
C 1.3016 -4.4581 0.5199 0.17 -0.29 -0.09
C 1.8577 -4.4822 1.7960 -0.01 -0.19 -0.04
C 2.6935 -5.6679 2.2242 -0.18 -0.10 -0.01
O 1.8844 -6.8260 2.3540 0.09 0.16 -0.11
C 1.5239 -3.4583 2.6655 0.10 0.08 0.12
C 0.7409 -2.4158 2.2090 -0.07 -0.03 -0.34
N 0.2709 -2.3549 0.9555 0.68 -0.97 0.69
H -1.0050 -7.4908 -3.9281 0.01 0.00 -0.01
H -2.8208 -6.0285 -3.6475 -0.10 -0.06 0.03
H -1.6289 -5.3735 -4.7670 0.03 0.02 -0.08
H -3.2371 -3.3915 -3.5928 0.05 0.00 0.05
H -2.7886 -1.4649 -2.1145 -0.02 0.06 0.04
H 0.1045 -5.3851 -1.8099 -0.08 0.04 -0.01
H 1.4828 -5.2823 -0.1599 -0.02 0.02 0.08
H 3.2418 -5.4368 3.1370 0.01 0.00 0.10
H 3.4181 -5.8956 1.4466 0.09 -0.01 -0.05
H 1.3966 -6.7961 3.1830 0.01 0.00 0.05
H 1.8805 -3.4569 3.6899 -0.03 0.02 -0.08
H 0.4748 -1.5962 2.8599 -0.02 0.03 0.01
C -1.1978 2.2243 -3.6423 -0.10 -0.07 -0.02
C -1.5227 0.9269 -2.8880 -0.17 -0.03 0.04
Ge 0.1241 0.1374 -2.1199 0.97 0.37 -0.06
C 0.7789 -1.2013 -3.3912 0.01 -0.22 -0.13
C 0.8827 -0.5909 -4.7979 0.04 -0.06 0.05
C 1.4814 1.5037 -2.1364 -0.11 0.19 -0.82
C 2.2036 1.7262 -1.0496 0.58 0.48 0.61
Ge 1.7867 0.3510 0.3018 0.15 0.20 -0.78
C 3.0662 -1.0749 -0.0806 0.24 -0.13 0.10
C 4.4890 -0.6769 0.3530 -0.04 -0.11 -0.07
C 1.7398 0.5990 2.2700 -0.14 0.14 0.02
C 2.5025 1.7522 2.9332 0.10 -0.10 -0.06
C 3.2969 2.7419 -0.9639 -0.20 -0.07 -0.16
C 4.2139 2.7443 0.0789 0.02 0.14 -0.05
C 5.2295 3.6895 0.1618 -0.02 -0.02 0.00
C 5.3434 4.6622 -0.8179 0.00 0.01 -0.03
C 4.4428 4.6725 -1.8790 -0.01 -0.01 0.00
C 3.4354 3.7246 -1.9507 -0.09 0.09 -0.03
H -2.1091 2.6408 -4.0750 0.01 0.00 -0.01
H -0.4927 2.0548 -4.4583 -0.03 -0.01 0.05
H -0.7647 2.9871 -2.9928 -0.01 -0.04 0.01
H -1.9183 0.1741 -3.5776 0.00 0.07 0.02
H -2.2869 1.1023 -2.1353 -0.10 0.08 -0.02
H 0.1357 -2.0842 -3.4083 0.05 0.03 -0.07
H 1.7628 -1.5252 -3.0421 -0.03 -0.03 -0.07
H -0.0900 -0.2609 -5.1725 0.05 -0.03 0.04
H 1.2719 -1.3226 -5.5090 -0.02 0.03 0.03
H 1.5585 0.2677 -4.8186 -0.04 -0.05 0.02
H 1.6893 2.0350 -3.0695 0.02 -0.03 0.20
H 3.0281 -1.2658 -1.1547 0.06 -0.04 0.02
H 2.7670 -1.9901 0.4306 0.06 -0.04 -0.01
H 4.8682 0.1687 -0.2226 -0.04 -0.10 0.01
H 5.1811 -1.5091 0.2055 -0.03 0.04 0.01
H 4.5332 -0.4056 1.4137 -0.03 -0.03 -0.07
H 2.1255 -0.3495 2.6438 0.03 0.02 0.06
H 0.6857 0.6547 2.5498 -0.03 -0.04 0.15
H 3.5780 1.5725 2.9302 -0.02 0.00 -0.05
H 2.1967 1.8293 3.9798 0.02 0.01 -0.04
H 2.3177 2.7132 2.4616 0.05 -0.03 -0.07
H 4.1532 1.9774 0.8260 -0.04 -0.16 0.33
H 5.9330 3.6609 0.9873 -0.08 -0.01 -0.08
H 6.1310 5.4040 -0.7632 -0.05 -0.04 -0.01
H 4.5290 5.4248 -2.6551 -0.01 -0.05 0.06
H 2.7409 3.7592 -2.7838 0.06 0.03 0.08
O -2.4153 -3.0959 1.4682 -0.03 0.01 -0.08
N -2.4068 -1.6864 1.6597 0.47 -0.49 -0.15
C -2.5259 -1.4561 2.9088 -0.14 0.64 0.09
C -2.7037 -0.1293 3.5147 0.17 -0.34 -0.12
C -3.3204 -0.1649 4.7653 -0.02 -0.08 0.09
C -3.7535 0.9969 5.3785 -0.03 0.03 0.09
C -3.5808 2.2078 4.7301 0.02 0.08 -0.02
C -2.9470 2.2544 3.4928 -0.01 0.00 0.02
C -2.4695 1.0999 2.8814 0.04 0.08 -0.12
P -1.6639 1.2353 1.2331 -0.56 0.87 0.44
C -0.6979 2.7761 1.2867 0.03 0.01 -0.06
C -0.3691 3.3493 0.0560 0.04 0.05 0.04
C 0.3785 4.5156 -0.0055 -0.02 -0.04 -0.01
C 0.8135 5.1189 1.1681 0.03 0.02 0.03
C 0.5084 4.5454 2.3955 -0.04 0.02 -0.04
C -0.2357 3.3735 2.4574 -0.04 0.03 0.01
C -3.1410 1.6519 0.2171 0.02 -0.07 0.06
C -3.9828 0.6091 -0.1832 -0.03 0.08 -0.03
C -5.1386 0.8692 -0.9067 0.03 0.04 0.01
C -5.4668 2.1777 -1.2390 0.03 0.00 -0.01
C -4.6444 3.2193 -0.8294 -0.02 0.01 -0.02
C -3.4888 2.9611 -0.1026 -0.02 0.03 -0.08
H -3.0898 -3.2332 0.7909 0.01 -0.07 -0.10
H -2.6205 -2.3183 3.5629 -0.12 -0.02 0.04
H -3.4902 -1.1232 5.2448 0.01 0.07 -0.02
H -4.2407 0.9540 6.3453 0.05 0.00 -0.07
H -3.9334 3.1254 5.1873 0.01 -0.07 -0.06
H -2.8291 3.2111 2.9994 0.01 -0.02 0.02
H -0.7110 2.8847 -0.8607 0.00 0.02 -0.01
H 0.6210 4.9535 -0.9679 -0.01 -0.06 0.08
H 1.3981 6.0317 1.1252 -0.06 -0.08 0.00
H 0.8565 5.0071 3.3119 -0.02 -0.03 -0.04
H -0.4466 2.9331 3.4242 0.00 0.02 -0.03
H -3.7516 -0.4115 0.0899 0.01 -0.07 0.04
H -5.7898 0.0544 -1.2014 0.05 0.04 0.01
H -6.3628 2.3851 -1.8121 0.05 -0.01 0.06
H -4.9058 4.2433 -1.0711 0.03 -0.08 0.01
H -2.8592 3.7869 0.2006 -0.03 0.00 0.02


50
Properties=species:S:1:pos:R:3:forces:R:3 method="wB97M-V/def2-TZVPD" smiles="CCOCCCNC(=O)CCN1C(=O)c2ccccc2Sc2ncccc21" de_lowest_kj_mol=133.4
C -4.4225 -5.0474 -0.8688 0.06 0.45 -0.01
C -4.3853 -3.5572 -1.1701 -0.10 -0.15 -0.11
O -3.5091 -2.9423 -0.2497 0.09 -0.25 0.07
C -3.5494 -1.5384 -0.2238 0.05 0.24 -0.24
C -2.8919 -0.8688 -1.4379 -0.17 -0.06 0.34
C -3.0666 0.6484 -1.4293 -0.06 -0.14 -0.33
N -2.3702 1.2995 -0.3419 -0.30 -0.41 0.16
C -1.5094 2.3186 -0.5321 -0.09 0.16 0.50
O -1.2199 2.7477 -1.6324 0.06 0.22 -0.25
C -0.9457 2.9226 0.7499 0.28 0.13 -0.22
C 0.5466 3.2305 0.5951 -0.33 0.25 0.28
N 1.3055 1.9896 0.5711 0.09 0.28 -0.09
C 1.8760 1.5612 1.7323 0.15 -0.04 -0.06
O 1.9001 2.2559 2.7294 0.02 0.02 0.20
C 2.5149 0.2130 1.7247 0.15 -0.30 0.27
C 3.8174 0.0895 2.1969 -0.09 0.13 -0.08
C 4.4031 -1.1561 2.3258 0.04 0.00 0.00
C 3.6818 -2.2977 2.0137 0.02 -0.03 0.04
C 2.3808 -2.1915 1.5561 0.04 -0.02 0.06
C 1.8052 -0.9405 1.4073 -0.36 0.01 -0.01
S 0.1369 -0.8316 0.7727 0.31 0.09 0.02
C 0.6551 0.0032 -0.7175 -0.14 0.16 0.39
N 0.4531 -0.6334 -1.8481 -0.11 -0.40 -0.06
C 0.8548 -0.0746 -2.9750 0.14 0.21 -0.22
C 1.5197 1.1407 -3.0093 -0.02 0.06 0.13
C 1.7114 1.8205 -1.8198 -0.02 -0.21 0.10
C 1.2540 1.2612 -0.6303 0.13 -0.40 -0.61
H -5.0850 -5.5526 -1.5663 -0.06 -0.09 -0.07
H -4.7752 -5.2122 0.1455 -0.05 -0.05 0.09
H -3.4228 -5.4625 -0.9575 0.09 -0.10 -0.03
H -5.3933 -3.1222 -1.0722 0.11 -0.01 -0.04
H -4.0435 -3.3962 -2.2030 -0.07 0.03 0.10
H -3.0084 -1.2710 0.6882 -0.10 0.10 0.01
H -4.5945 -1.1943 -0.1354 0.08 -0.01 0.05
H -3.3537 -1.2475 -2.3511 0.00 -0.02 -0.05
H -1.8329 -1.1278 -1.4612 -0.04 -0.04 -0.09
H -2.6598 1.0783 -2.3478 -0.15 -0.04 0.11
H -4.1347 0.8950 -1.3695 0.08 0.01 -0.11
H -2.5538 0.9636 0.5894 0.16 0.20 0.03
H -1.0994 2.2583 1.6010 0.00 0.04 0.05
H -1.4792 3.8576 0.9331 -0.08 -0.02 0.00
H 0.7040 3.7790 -0.3349 0.02 -0.03 0.10
H 0.9069 3.8124 1.4454 -0.07 -0.04 -0.21
H 4.3556 0.9854 2.4676 0.05 0.07 0.06
H 5.4184 -1.2376 2.6832 0.09 0.00 0.03
H 4.1311 -3.2726 2.1276 0.05 -0.08 0.01
H 1.8023 -3.0691 1.3125 -0.03 -0.08 -0.06
H 0.6354 -0.6324 -3.8745 0.04 0.03 -0.15
H 1.8598 1.5579 -3.9432 0.02 0.03 -0.10
H 2.1937 2.7863 -1.8071 0.03 0.09 0.01


19
Properties=species:S:1:pos:R:3:forces:R:3 method="wB97M-V/def2-TZVPD" de_lowest_kj_mol=460.5
C 1.3818 -0.9484 0.8635 -0.56 -0.41 -0.16
C 1.5183 0.7084 -1.0405 1.44 0.41 1.15
C -2.1295 0.2197 -0.3678 0.13 -0.03 0.02
C 0.0823 -0.8675 0.1214 -1.29 0.50 0.98
C -0.8280 0.1390 0.3739 0.76 -1.42 -0.61
N -0.5592 1.0697 1.3346 0.40 0.39 0.64
O 1.9580 0.3201 0.8416 -0.65 0.24 -2.29
O -0.2036 -1.9277 -0.7074 0.07 -0.10 -0.29
H -1.1477 -1.9759 -0.8942 0.07 0.05 0.08
H -1.0546 1.9458 1.2739 0.16 -0.07 0.00
H 0.4506 1.1017 1.5554 -0.66 0.31 -0.13
H 1.1979 -1.2633 1.9060 0.15 0.09 -0.11
H 2.0015 -1.7168 0.3748 0.00 0.06 0.12
H 1.3646 1.7679 -0.8876 0.27 0.00 0.05
H 0.8474 0.3174 -1.8032 -0.34 -0.47 0.65
H 2.5299 0.3889 -1.2535 0.10 0.42 -0.07
H -1.9528 0.2605 -1.4463 -0.04 0.01 -0.02
H -2.6903 1.1073 -0.0788 0.00 0.00 -0.01
H -2.7668 -0.6466 -0.1657 -0.01 0.02 0.00


48
Properties=species:S:1:pos:R:3:forces:R:3 method="wB97M-V/def2-TZVPD" energy_ev=-95692.4885 total_charge=+1
Zn -0.6595 -1.3227 -0.7079 0.52 1.28 0.12
N 1.5174 -1.3826 -1.1396 -0.30 0.38 -2.23
C 2.3817 -0.4300 -0.4507 0.34 -0.18 1.26
C 3.7912 -0.4719 -0.6124 -1.35 -0.08 0.26
C 4.5935 0.1511 0.3219 0.14 0.92 0.05
C 4.0140 1.0384 1.2694 0.51 -1.40 -0.01
C 2.6342 1.1015 1.4112 -0.85 1.73 -0.91
C 1.7897 0.4457 0.5034 1.12 -1.07 -0.63
P 0.0072 0.7406 0.3673 0.41 -0.93 0.03
C -0.2456 1.9415 -0.9153 0.27 0.75 0.85
C 0.7675 2.7082 -1.4795 1.11 -0.71 -0.91
C 0.5735 3.3007 -2.7235 -0.22 0.01 -0.87
C -0.7101 3.2703 -3.3175 -0.37 -0.11 1.03
C -1.7976 2.7584 -2.5473 0.40 -1.16 0.08
C -1.5576 2.0545 -1.3389 -0.76 1.29 -1.02
C -0.5552 1.4100 1.8939 -1.17 -0.26 2.03
C -0.8172 0.4480 2.9125 0.67 -0.10 -0.99
C -1.2879 0.8489 4.1580 0.60 -1.17 0.37
C -1.6097 2.1904 4.3629 -0.59 0.40 0.96
C -1.4989 3.1270 3.3587 0.78 -0.60 -1.46
C -0.8982 2.7379 2.1433 0.63 0.38 -0.08
H 1.6557 -2.4087 -0.9483 0.61 1.61 -0.44
H 1.6047 -1.1402 -2.1777 -0.36 -1.21 1.65
H 4.2281 -0.9312 -1.4922 -0.06 -0.56 0.31
H 5.6837 -0.0340 0.2493 -0.78 0.60 0.15
H 4.6893 1.6001 1.8989 -0.18 0.03 0.21
H 2.1039 1.8656 2.0239 0.91 -0.71 0.00
H 1.8140 2.6911 -1.1202 -0.82 -0.20 0.09
H 1.4873 3.6318 -3.2805 -1.20 0.08 0.55
H -0.8683 3.6649 -4.3283 0.02 -0.21 0.52
H -2.8282 2.6069 -2.9033 0.60 0.85 -0.24
H -2.4201 1.7281 -0.7059 0.89 -0.22 -0.88
H -0.5187 -0.5948 2.6145 -0.60 0.87 0.95
H -1.3247 0.0901 4.9852 -0.20 1.00 -0.89
H -1.9466 2.5563 5.3453 0.03 -0.50 -0.48
H -1.8287 4.1508 3.4230 0.11 0.12 0.49
H -0.5335 3.5037 1.4474 -0.72 -0.22 0.02
S -1.9528 -1.6604 -2.6020 0.34 -0.51 1.34
C -1.9420 -3.1894 -1.6605 -0.05 0.34 -1.32
C -2.5034 -4.3233 -2.2704 -0.58 -1.20 0.96
C -2.3108 -5.5564 -1.6392 -0.60 0.25 0.47
C -1.7093 -5.5848 -0.3628 0.01 1.64 -0.36
C -1.2488 -4.3790 0.2150 0.14 -1.75 -0.30
N -1.2800 -3.2041 -0.4567 -0.89 -1.11 -0.64
H -3.2390 -4.2781 -3.0943 1.07 0.35 0.24
H -2.7602 -6.4848 -2.0498 0.48 0.77 0.22
H -1.6899 -6.4964 0.1979 0.23 -0.25 0.23
H -0.7940 -4.4895 1.2218 -0.31 0.78 -0.79


10
Properties=species:S:1:pos:R:3:forces:R:3 method="wB97M-V/def2-TZVPD" total_charge=-2 de_lowest_kj_mol=189.3
Zr 0.9779 -0.1476 0.5886 -0.15 0.29 1.59
Cl -0.8904 1.0255 2.1406 1.13 -0.70 -0.63
Cl -0.0119 -2.4839 1.1116 0.54 0.94 -0.28
Cl 2.9390 -1.0152 -0.8132 -1.07 0.31 0.34
Cl 1.7247 2.2619 0.0568 -0.36 -1.14 0.04
Cl 2.5642 -0.3874 2.6102 -0.85 0.19 -0.92
N -1.7926 0.0815 -1.3242 -5.89 5.24 -6.37
O -0.6974 -0.1446 -0.8175 1.31 -0.92 0.60
O -2.6750 0.9027 -0.9728 1.53 -0.38 5.24
O -2.1384 -0.0929 -2.5802 3.81 -3.84 0.40